Entry 1:
A molecular structure, C6H10O4Tl, computed with ωB97M-V with the def2-TZVPD basis set.

Orbital gap (alpha / beta), eV: 7.865 / 7.965
Multiplicity: 2
Net charge: 0

```
21
Properties=species:S:1:pos:R:3:mulliken_spin:R:1
O 3.850 0.651 -0.956 0.0008
C 3.574 0.379 0.218 -0.0034
O 3.638 -0.755 0.749 -0.0011
Tl 1.299 -1.188 0.040 0.0736
O 2.367 0.971 0.620 -0.0037
C 2.416 2.336 0.983 0.0004
H 1.419 2.578 1.366 0.0001
H 3.158 2.505 1.774 0.0002
H 2.651 2.974 0.120 0.0000
C -1.755 -1.387 0.575 0.0259
H -1.796 -2.517 0.029 0.1095
H -0.834 -2.846 2.138 0.0200
C -1.006 -2.063 1.402 0.8033
C -1.925 -0.064 -0.086 -0.0271
C -2.743 -0.236 -1.364 0.0293
O -1.895 -0.957 -2.245 -0.0014
H -2.233 0.634 0.703 -0.0110
H -1.150 0.643 -0.427 -0.0144
H -2.961 0.763 -1.774 -0.0007
H -3.683 -0.776 -1.167 -0.0041
H -2.389 -1.644 -2.699 0.0037
```

---

Entry 2:
13 unconnected molecules or ions with the total composition C32H95N5O18, computed with ωB97M-V with the def2-TZVPD basis set.

Orbital gap, eV: 8.901
Energy relative to the best compared isomer or geometry (same formula, charge and spin), kcal per mole: 2.99
Multiplicity: 1
Net charge: 0

```
150
Properties=species:S:1:pos:R:3:lowdin_charge:R:1
C -4.413 -0.256 -1.878 -0.0721
O -4.810 0.275 -0.615 -0.1841
C -3.709 0.706 0.148 -0.2172
C -4.267 1.106 1.534 -0.1847
N -4.830 -0.028 2.279 -0.0565
C -5.223 0.464 3.596 -0.2001
C -5.910 -0.586 4.466 -0.2218
O -7.260 -0.735 4.031 -0.1739
C -7.954 -1.689 4.779 -0.1303
H -5.306 -0.577 -2.406 0.0950
H -3.680 -1.062 -1.765 0.0767
H -3.830 0.494 -2.418 0.0605
H -3.236 1.529 -0.398 0.1254
H -2.982 -0.097 0.286 0.0856
H -5.089 1.801 1.323 0.1199
H -3.542 1.775 2.002 0.0957
H -5.547 -0.574 1.823 0.1281
H -5.886 1.334 3.557 0.1256
H -4.266 0.725 4.053 0.0987
H -5.890 -0.154 5.475 0.1156
H -5.316 -1.485 4.651 0.1256
H -7.673 -2.722 4.548 0.0873
H -8.982 -1.623 4.418 0.0899
H -7.905 -1.530 5.858 0.0886
C -2.115 2.520 5.828 -0.0729
O -0.710 2.417 6.026 -0.2328
C -0.079 3.670 6.249 -0.2128
C 1.215 3.614 7.041 -0.1731
N 2.304 2.962 6.263 -0.0513
C 3.578 2.985 6.979 -0.2057
C 4.697 2.548 6.019 -0.1934
O 4.604 1.169 5.705 -0.2024
C 4.702 0.224 6.737 -0.1101
H -2.569 1.670 5.321 0.0737
H -2.319 3.424 5.251 0.0924
H -2.613 2.627 6.795 0.0944
H -0.758 4.307 6.828 0.1215
H 0.084 4.263 5.345 0.1194
H 1.151 3.046 7.972 0.1245
H 1.443 4.668 7.206 0.1258
H 2.051 1.986 6.157 0.0839
H 3.548 2.426 7.918 0.1122
H 3.806 4.025 7.222 0.1219
H 5.678 2.722 6.475 0.1188
H 4.705 3.214 5.157 0.1141
H 3.781 0.150 7.325 0.0786
H 5.510 0.488 7.425 0.0912
H 4.818 -0.778 6.330 0.0932
C -0.256 -1.318 -3.323 -0.0797
O -0.221 -0.998 -1.938 -0.2243
C -0.583 -2.091 -1.086 -0.1978
C 0.054 -1.914 0.265 -0.1870
N -0.514 -0.716 0.853 -0.0720
C 0.223 -0.360 2.058 -0.1660
C -0.428 0.909 2.588 -0.2008
O -0.182 1.983 1.699 -0.1958
C -0.656 3.228 2.175 -0.0970
H 0.227 -2.275 -3.530 0.0886
H 0.298 -0.504 -3.790 0.0778
H -1.265 -1.388 -3.739 0.0934
H -0.313 -3.080 -1.470 0.1137
H -1.678 -2.110 -1.101 0.1088
H 1.122 -1.822 0.047 0.1211
H -0.164 -2.803 0.858 0.1176
H -0.451 0.050 0.192 0.0906
H 1.262 -0.133 1.811 0.1107
H 0.061 -1.149 2.793 0.1317
H -0.012 1.122 3.579 0.1047
H -1.510 0.787 2.699 0.1122
H -0.255 4.029 1.554 0.0909
H -0.287 3.442 3.181 0.0716
H -1.748 3.276 2.137 0.0786
C 0.554 -2.901 -7.279 -0.1260
O 1.772 -2.246 -7.555 -0.2012
C 2.910 -2.823 -6.895 -0.2077
C 4.136 -2.416 -7.678 -0.2250
N 4.435 -0.974 -7.534 -0.0306
C 5.677 -0.719 -8.310 -0.2011
C 5.438 -0.057 -9.667 -0.2171
O 5.012 1.311 -9.474 -0.1856
C 4.901 2.008 -10.682 -0.1395
H -0.256 -2.291 -7.673 0.0860
H 0.350 -3.088 -6.218 0.0717
H 0.529 -3.919 -7.680 0.0843
H 2.768 -3.902 -6.798 0.1180
H 2.912 -2.360 -5.905 0.1239
H 4.002 -2.661 -8.737 0.1184
H 4.975 -3.037 -7.363 0.1166
H 3.706 -0.461 -8.016 0.0980
H 6.264 -1.597 -8.584 0.1104
H 6.293 -0.069 -7.689 0.1152
H 4.835 -0.626 -10.380 0.1209
H 6.401 -0.018 -10.190 0.1157
H 4.420 1.498 -11.517 0.0874
H 5.884 2.373 -11.004 0.0840
H 4.422 2.957 -10.430 0.0873
C -3.692 0.664 -5.923 -0.1210
O -3.275 1.289 -4.743 -0.1897
C -1.913 1.607 -4.716 -0.2335
C -1.438 1.732 -3.266 -0.2137
N -0.008 2.027 -3.303 -0.0410
C 0.498 2.270 -1.951 -0.2093
C 2.001 2.323 -1.884 -0.2013
O 2.669 1.071 -1.983 -0.1743
C 2.443 0.211 -0.876 -0.0992
H -3.350 -0.374 -5.937 0.0858
H -3.468 1.242 -6.824 0.0898
H -4.775 0.558 -6.029 0.0837
H -1.735 2.516 -5.297 0.1272
H -1.248 0.870 -5.182 0.1136
H -1.599 0.777 -2.755 0.0860
H -2.023 2.510 -2.774 0.1263
H 0.469 1.182 -3.600 0.0757
H 0.115 1.472 -1.304 0.0903
H 0.088 3.205 -1.564 0.1227
H 2.302 2.843 -0.970 0.1132
H 2.428 2.833 -2.749 0.1290
H 1.421 -0.173 -0.873 0.0367
H 2.804 0.603 0.077 0.0930
H 3.052 -0.670 -1.090 0.1001
C -1.981 -5.820 -0.630 -0.1472
O -1.026 -5.945 0.400 -0.1554
H -2.235 -4.763 -0.735 0.0699
H -1.616 -6.294 -1.539 0.0822
H -2.902 -6.341 -0.351 0.0760
H -1.323 -5.388 1.141 0.0217
C 2.924 3.807 2.192 -0.1761
O 3.034 4.398 3.449 -0.1291
H 2.933 4.623 1.469 0.0835
H 3.783 3.153 2.003 0.0797
H 2.040 3.174 2.083 0.0569
H 2.674 3.775 4.088 0.0306
O 1.671 -5.153 -0.202 -0.0672
H 1.474 -4.986 -1.126 0.0154
H 0.858 -5.543 0.155 -0.0049
O 0.628 -4.465 3.015 -0.0560
H 0.644 -5.113 3.723 0.0352
H -0.311 -4.316 2.842 -0.0254
O -2.837 -2.153 1.586 -0.0724
H -3.426 -1.429 1.856 0.0176
H -2.011 -1.697 1.313 0.0067
O 0.657 0.055 5.914 -0.0479
H 0.218 0.902 6.085 0.0085
H 0.293 -0.556 6.560 0.0674
O 2.486 -0.667 3.960 -0.0612
H 1.774 -0.440 4.576 -0.0206
H 3.133 0.040 4.066 0.0205
O -2.119 -4.530 2.473 -0.0672
H -2.951 -4.871 2.811 0.0763
H -2.325 -3.621 2.163 0.0077
```

---

Entry 3:
3 unconnected molecules or ions with the total composition C19H39BN3O8, computed with ωB97M-V with the def2-TZVPD basis set.

Orbital gap, eV: 5.238
Multiplicity: 1
Net charge: +1

```
70
Properties=species:S:1:pos:R:3:lowdin_charge:R:1
N -3.548 -0.356 2.081 0.1649
B -2.906 -0.146 0.768 -0.5015
O -3.521 -0.734 -0.403 0.1060
C -1.515 0.673 0.526 0.0528
C -1.576 2.177 0.813 0.1116
C -0.237 2.819 0.568 0.0396
N 0.853 2.121 0.104 0.0208
N 1.012 0.840 -0.178 0.1583
C -0.177 0.171 0.069 -0.1533
C -0.014 -1.406 -0.199 -0.0336
C 0.961 -1.875 1.116 -0.1627
C 0.099 -2.144 2.536 -0.0163
O 0.764 -3.269 1.578 -0.1477
H -2.926 -0.061 2.855 0.0883
H -3.641 -1.382 2.213 0.1066
H -2.766 -0.888 -1.009 0.0914
H -2.460 2.777 1.161 0.1427
H -0.136 3.932 0.779 0.1511
H 1.714 2.679 -0.058 0.1941
H -0.963 -1.997 -0.105 0.1167
H 0.602 -1.621 -1.124 0.1364
H 2.026 -1.366 1.211 0.1659
H -0.592 -2.994 2.804 0.1374
H -0.778 -1.552 2.021 0.0296
C 1.451 -8.492 2.233 -0.1053
O 0.282 -8.007 1.598 -0.2013
C 0.386 -6.630 1.258 -0.2050
C -0.542 -6.295 0.097 -0.1809
O -0.020 -6.692 -1.170 -0.1349
C -0.067 -8.093 -1.454 -0.1699
C -1.473 -8.593 -1.758 -0.1965
O -2.195 -8.805 -0.550 -0.2060
C -3.592 -8.831 -0.760 -0.1110
H 1.632 -7.954 3.169 0.0880
H 1.305 -9.550 2.452 0.0909
H 2.314 -8.394 1.567 0.0883
H 1.418 -6.379 0.983 0.1270
H 0.096 -6.049 2.142 0.1185
H -0.631 -5.206 0.045 0.1052
H -1.547 -6.689 0.254 0.1210
H 0.410 -8.672 -0.663 0.1208
H 0.538 -8.223 -2.355 0.1274
H -1.414 -9.553 -2.285 0.1281
H -1.993 -7.863 -2.388 0.1263
H -3.937 -7.875 -1.170 0.0851
H -4.080 -8.989 0.201 0.0890
H -3.867 -9.649 -1.435 0.0895
C 1.938 7.800 -3.976 -0.1013
O 1.328 8.063 -2.726 -0.1998
C 0.463 7.012 -2.317 -0.2026
C 0.315 7.004 -0.801 -0.1804
O 1.428 6.409 -0.131 -0.1661
C 2.619 7.203 -0.077 -0.1702
C 2.515 8.367 0.899 -0.1974
O 1.809 9.448 0.304 -0.2040
C 1.299 10.349 1.267 -0.1035
H 1.181 7.699 -4.760 0.0905
H 2.592 8.638 -4.218 0.0934
H 2.548 6.893 -3.919 0.0865
H 0.853 6.042 -2.651 0.1217
H -0.514 7.188 -2.782 0.1295
H -0.544 6.372 -0.553 0.1127
H 0.101 7.999 -0.407 0.1242
H 2.920 7.531 -1.072 0.1224
H 3.398 6.528 0.288 0.1241
H 3.520 8.724 1.153 0.1306
H 2.005 8.036 1.811 0.1264
H 0.593 9.841 1.933 0.0868
H 0.767 11.144 0.744 0.0921
H 2.112 10.793 1.851 0.0912
```

---

Entry 4:
A molecular structure, C37H67ClN5NdO4PS2, computed with ωB97M-V with the def2-TZVPD basis set.

Orbital gap (alpha / beta), eV: 8.348 / 8.349
Energy relative to the best compared isomer or geometry (same formula, charge and spin), kcal per mole: 0.00
Multiplicity: 4
Net charge: +1

```
118
Properties=species:S:1:pos:R:3:mulliken_spin:R:1
Nd 1.382 -0.553 1.182 3.0559
N 3.870 -1.268 1.694 -0.0048
N 4.651 -1.985 0.764 -0.0011
C 4.374 -1.936 -0.569 0.0006
N 5.233 -2.574 -1.414 -0.0002
S 3.154 -1.021 -1.219 -0.0050
H 4.453 -0.490 2.030 0.0012
H 3.537 -1.854 2.466 -0.0001
H 5.357 -2.579 1.127 -0.0001
H 5.916 -3.236 -1.045 0.0000
H 4.969 -2.623 -2.382 -0.0001
C -0.010 -5.219 4.677 0.0001
C 0.374 -3.890 4.037 0.0010
N 0.294 -2.716 4.556 0.0000
O -0.206 -2.604 5.838 0.0000
C 0.991 -3.916 2.662 0.0022
C 1.435 -5.245 2.034 -0.0004
N 1.101 -2.820 2.047 -0.0118
O 1.539 -2.764 0.755 -0.0110
H -0.972 -5.156 5.203 0.0000
H 0.746 -5.575 5.371 0.0000
H -0.129 -5.951 3.904 0.0000
H -0.530 -3.456 6.130 0.0000
H 0.624 -5.720 1.465 0.0000
H 1.784 -5.952 2.768 0.0000
H 2.236 -5.075 1.311 0.0000
C 3.592 3.708 -2.877 0.0000
C 3.234 2.241 -2.732 0.0010
C 3.678 1.514 -4.030 0.0000
C 1.799 2.008 -2.327 -0.0009
C 0.928 1.168 -3.023 0.0000
C -0.456 1.070 -2.659 0.0001
C -1.387 0.245 -3.513 0.0012
C -0.838 -1.118 -3.847 -0.0001
C -1.799 0.993 -4.782 0.0001
C -0.922 1.830 -1.549 0.0006
C -0.061 2.751 -0.936 0.0009
C 1.271 2.763 -1.293 -0.0018
C -0.551 3.769 0.059 -0.0008
C -0.521 5.200 -0.527 -0.0002
C 0.186 3.745 1.408 0.0021
C -2.397 1.871 -1.376 0.0010
C -3.070 2.809 -2.146 0.0004
C -4.445 2.913 -2.144 -0.0001
C -5.180 1.979 -1.409 0.0004
C -4.538 1.065 -0.606 -0.0003
C -3.137 0.996 -0.534 0.0013
P -2.283 -0.148 0.629 0.0029
C -3.001 -1.846 0.210 -0.0050
C -2.026 -2.888 0.737 0.0019
C -3.017 -2.007 -1.302 0.0013
C -4.372 -2.164 0.733 -0.0003
C -2.790 0.349 2.344 -0.0027
C -1.933 1.578 2.679 0.0011
C -2.429 -0.696 3.413 0.0010
C -4.280 0.756 2.586 -0.0001
H 4.663 3.838 -3.063 0.0000
H 3.383 4.339 -2.017 -0.0001
H 3.078 4.091 -3.743 0.0000
H 3.897 1.815 -1.938 0.0000
H 3.093 1.829 -4.858 0.0000
H 3.619 0.429 -3.881 0.0000
H 4.676 1.798 -4.265 0.0000
H 1.293 0.583 -3.869 0.0004
H -2.336 0.145 -2.920 -0.0005
H -0.009 -1.061 -4.541 0.0000
H -1.630 -1.639 -4.398 0.0000
H -0.482 -1.712 -2.986 0.0002
H -0.954 1.172 -5.438 0.0000
H -2.221 1.962 -4.534 0.0000
H -2.528 0.406 -5.309 0.0000
H 1.936 3.464 -0.759 0.0005
H -1.595 3.486 0.252 -0.0007
H 0.492 5.415 -0.836 -0.0002
H -0.892 5.931 0.195 0.0000
H -1.138 5.274 -1.407 0.0001
H 1.192 4.117 1.250 -0.0001
H 0.222 2.776 1.884 -0.0005
H -0.292 4.419 2.070 -0.0001
H -2.475 3.448 -2.784 0.0000
H -4.952 3.707 -2.720 0.0000
H -6.265 2.026 -1.385 0.0000
H -5.175 0.391 -0.040 -0.0002
H -1.033 -2.661 0.365 -0.0001
H -2.243 -3.862 0.335 0.0002
H -2.050 -2.930 1.834 0.0000
H -1.994 -1.861 -1.718 -0.0004
H -3.680 -1.276 -1.789 -0.0001
H -3.264 -3.031 -1.577 0.0000
H -4.447 -2.055 1.812 -0.0001
H -4.572 -3.197 0.515 0.0000
H -5.138 -1.598 0.251 0.0000
H -0.879 1.318 2.820 -0.0007
H -2.261 1.987 3.652 -0.0001
H -2.007 2.390 1.962 0.0000
H -1.379 -0.970 3.346 -0.0002
H -3.061 -1.581 3.438 0.0000
H -2.497 -0.157 4.382 -0.0001
H -4.537 1.578 1.890 -0.0001
H -4.487 1.114 3.587 0.0000
H -4.991 -0.045 2.361 0.0000
Cl 2.017 0.006 3.609 -0.0055
C -0.461 -4.518 -2.183 -0.0001
O 0.545 -3.527 -1.906 0.0002
H -1.298 -4.490 -1.450 0.0001
H -0.046 -5.539 -2.273 0.0000
H -0.762 -4.261 -3.195 0.0000
H 0.811 -3.641 -0.969 0.0000
C 3.445 3.362 2.866 0.0003
S 3.827 2.030 1.773 -0.0026
C 4.761 2.916 0.543 -0.0003
O 2.586 1.577 1.016 -0.0206
H 3.147 4.254 2.327 -0.0001
H 4.383 3.611 3.325 0.0000
H 2.690 3.111 3.615 0.0000
H 5.013 2.191 -0.193 0.0000
H 5.671 3.362 0.988 -0.0001
H 4.166 3.675 0.108 0.0000
```

---

Entry 5:
A single C2H4FNO molecule, computed with ωB97M-V with the def2-TZVPD basis set.

Orbital gap (alpha / beta), eV: 9.242 / 9.241
SMILES: C/C(F)=[NH+]\[O-]
Energy relative to the best compared isomer or geometry (same formula, charge and spin), kcal per mole: 74.00
Multiplicity: 1
Net charge: 0

```
9
Properties=species:S:1:pos:R:3:lowdin_charge:R:1
C -0.015 -1.100 -0.025 -0.0030
C -0.552 0.301 -0.002 -0.3124
F -1.837 0.526 0.031 0.1193
N 0.310 1.331 -0.111 -0.1077
O 1.568 1.245 -0.199 -0.1298
H -0.592 -1.897 -0.423 0.0614
H 0.160 -1.369 1.078 0.1182
H 0.986 -1.313 -0.420 0.0844
H -0.029 2.277 0.073 0.1697
```

---

Entry 6:
2 unconnected molecules or ions with the total composition C2H9NO, computed with ωB97M-V with the def2-TZVPD basis set.

Orbital gap, eV: 10.362
SMILES: NCO.C
Energy relative to the best compared isomer or geometry (same formula, charge and spin), kcal per mole: 14.48
Multiplicity: 1
Net charge: 0

```
13
Properties=species:S:1:pos:R:3:lowdin_charge:R:1
N 1.013 -0.140 1.766 0.0259
C 0.637 0.878 0.899 -0.3530
O 1.029 2.179 1.425 -0.0829
H 0.371 -0.417 2.487 0.0730
H 1.954 -0.344 1.996 0.0678
H -0.443 1.005 0.828 0.1123
H 1.048 0.646 -0.089 0.1102
H 1.148 2.863 0.790 0.0467
C -2.300 -2.545 -3.529 -0.0522
H -2.747 -2.456 -2.543 0.0127
H -3.109 -2.498 -4.256 0.0134
H -1.566 -1.783 -3.775 0.0123
H -1.770 -3.497 -3.554 0.0138
```

---

| no. | total energy (eV) |
| --- | --- |
| 1 | -19261.206 |
| 2 | -79022.870 |
| 3 | -41845.668 |
| 4 | -113851.663 |
| 5 | -8391.038 |
| 6 | -5756.895 |